Entry 1:
149
Properties=species:S:1:pos:R:3 method="wB97M-V/def2-TZVPD" lumo_ha="-0.0655 / -0.0011" s_squared=3.9586 molar_mass_da=1678.8 charge=-1 multiplicity=4 orbital_gap_ev="5.07 / 6.94" e_homo_ha="-0.2519 / -0.2560"
Cr 11.63 -8.89 9.02
N 11.58 -10.14 11.90
O 11.73 -10.18 10.63
O 10.44 -10.12 12.22
O 12.49 -10.30 12.68
N 14.44 -7.35 9.32
O 13.36 -7.90 9.49
O 15.11 -7.56 8.32
O 14.88 -6.56 10.19
N 8.34 -9.27 9.32
O 8.26 -9.69 10.44
O 9.42 -9.26 8.79
O 7.57 -8.40 8.98
C 12.96 -10.96 7.19
O 13.67 -10.54 8.42
O 11.76 -10.25 7.41
C 13.69 -10.59 5.74
F 13.55 -11.61 4.97
F 13.10 -9.45 5.22
F 14.92 -10.29 5.81
C 14.95 -11.10 8.76
C 15.33 -10.48 10.06
H 16.42 -10.46 10.06
H 15.07 -9.42 10.20
H 14.80 -10.97 10.87
H 15.75 -10.82 8.08
H 14.92 -12.19 8.81
H 12.77 -12.02 7.31
C 14.35 -6.31 5.48
C 15.65 -5.54 5.69
O 15.16 -4.23 5.55
C 13.97 -4.21 5.06
O 13.43 -3.16 4.58
O 13.60 -5.39 4.75
F 16.59 -5.82 4.68
H 13.94 -6.44 6.49
H 14.68 -7.23 4.99
H 16.17 -5.72 6.63
C 11.44 -15.61 4.37
C 12.46 -15.09 5.34
O 13.04 -16.33 5.68
C 12.22 -17.29 5.51
O 12.55 -18.43 5.85
O 11.19 -16.99 4.78
F 11.79 -14.68 6.43
H 11.80 -15.47 3.35
H 10.56 -14.98 4.48
H 13.25 -14.37 5.12
C 12.57 -13.94 12.29
C 12.67 -13.92 10.97
C 12.31 -14.97 10.17
C 12.09 -16.25 10.67
C 12.23 -16.39 12.06
C 12.25 -15.21 12.86
C 12.17 -17.68 12.73
O 12.18 -17.83 14.03
C 12.10 -18.83 11.75
C 12.40 -20.09 12.26
C 12.47 -21.15 11.38
C 12.35 -20.98 9.99
C 12.02 -19.72 9.53
C 11.82 -18.70 10.41
C 11.61 -17.35 9.87
O 11.27 -17.16 8.68
H 12.81 -13.06 12.88
H 13.02 -13.03 10.48
H 12.07 -14.83 9.13
H 12.14 -15.35 13.92
H 12.61 -20.22 13.31
H 12.78 -22.12 11.74
H 12.45 -21.79 9.28
H 11.87 -19.66 8.46
C 1.74 -7.95 5.59
C 1.21 -9.15 5.10
C 2.09 -10.22 4.81
C 3.42 -10.07 5.12
C 3.95 -8.86 5.59
C 3.07 -7.81 5.83
C 5.39 -8.56 5.95
O 5.70 -7.46 6.46
C 6.38 -9.68 5.64
C 7.76 -9.51 5.75
C 8.74 -10.40 5.27
C 8.12 -11.57 4.63
C 6.78 -11.78 4.60
C 5.88 -10.92 5.21
C 4.37 -11.24 4.94
O 3.92 -12.26 4.46
H 1.07 -7.12 5.75
H 0.13 -9.06 5.06
H 1.66 -11.16 4.52
H 3.40 -6.85 6.19
H 8.10 -8.54 6.07
H 9.79 -10.14 5.28
H 8.76 -12.17 4.00
H 6.36 -12.62 4.07
C 17.75 -12.23 4.86
C 17.96 -11.41 6.00
C 17.73 -12.09 7.25
C 17.25 -13.39 7.32
C 16.94 -14.10 6.14
C 17.19 -13.48 4.94
C 16.48 -15.58 6.09
O 16.17 -16.14 5.06
C 16.29 -16.18 7.43
C 15.59 -17.41 7.56
C 15.06 -17.90 8.82
C 15.20 -17.08 9.92
C 16.01 -15.96 9.96
C 16.49 -15.49 8.67
C 17.24 -14.18 8.62
O 17.63 -13.55 9.68
H 18.03 -11.87 3.89
H 18.30 -10.39 5.89
H 18.00 -11.60 8.17
H 17.03 -14.12 4.08
H 15.67 -18.07 6.71
H 14.73 -18.93 8.87
H 14.84 -17.36 10.90
H 16.45 -15.61 10.88
C 4.57 -7.98 1.66
C 4.43 -9.03 0.82
C 5.41 -9.91 0.51
C 6.70 -9.67 1.06
C 6.91 -8.56 1.89
C 5.84 -7.81 2.29
C 8.25 -8.17 2.52
O 8.46 -7.27 3.34
C 9.45 -9.19 2.07
C 10.68 -9.19 2.82
C 11.69 -10.00 2.33
C 11.43 -10.95 1.37
C 10.19 -11.09 0.79
C 9.15 -10.20 1.12
C 7.88 -10.42 0.54
O 7.73 -11.29 -0.34
H 3.72 -7.34 1.83
H 3.39 -9.28 0.64
H 4.93 -10.73 -0.02
H 6.01 -7.17 3.15
H 10.81 -8.40 3.54
H 12.63 -9.98 2.87
H 12.17 -11.70 1.13
H 10.02 -11.95 0.16
C 15.06 -8.49 13.46
Br 15.74 -6.66 13.61
Br 14.15 -8.78 15.15
Br 16.53 -9.85 13.17
H 14.39 -8.57 12.60

---

Entry 2:
142
Properties=species:S:1:pos:R:3 method="wB97M-V/def2-TZVPD" lumo_ha=0.0661 relative_energy_kj_mol=0.0 molar_mass_da=1429.6 charge=-1 orbital_gap_ev=6.18 e_homo_ha=-0.1609
K -0.10 -0.22 0.15
N -1.99 -0.16 -4.28
C -2.85 0.77 -3.74
C -3.80 1.62 -4.30
C -4.50 2.43 -3.43
C -4.25 2.41 -2.05
C -3.30 1.57 -1.50
C -2.59 0.74 -2.36
N -1.59 -0.17 -2.09
C -1.27 -0.69 -3.24
C -0.30 -1.77 -3.44
C -0.17 -2.51 -4.57
S 1.02 -3.71 -4.35
C 1.27 -3.14 -2.74
N 0.53 -2.14 -2.41
H -1.87 -0.37 -5.25
H -3.99 1.64 -5.37
H -5.24 3.12 -3.82
H -4.80 3.08 -1.40
H -3.08 1.57 -0.44
H -0.70 -2.43 -5.51
H 1.98 -3.61 -2.09
S -0.48 2.85 0.69
C -0.81 3.38 -0.92
N -1.73 4.24 -1.26
N -2.47 4.72 -0.26
C -3.50 5.60 -0.49
C -4.20 6.12 0.60
C -5.25 7.00 0.40
C -5.62 7.38 -0.89
C -4.93 6.85 -1.97
C -3.88 5.97 -1.78
N -0.19 2.92 -2.09
N 0.67 2.03 -1.98
C 1.22 1.64 -3.24
C 2.03 0.51 -3.26
C 2.61 0.07 -4.43
C 2.40 0.77 -5.61
C 1.60 1.91 -5.60
C 1.01 2.35 -4.43
H -2.20 4.42 0.68
H -3.92 5.82 1.61
H -5.79 7.40 1.25
H -6.44 8.07 -1.04
H -5.21 7.13 -2.97
H -3.33 5.54 -2.62
H 2.18 -0.02 -2.33
H 3.23 -0.82 -4.43
H 2.86 0.44 -6.54
H 1.44 2.47 -6.52
H 0.39 3.23 -4.40
Cl -0.23 -8.19 -0.86
C -0.27 -6.48 -0.52
C -1.27 -5.69 -1.06
C -1.32 -4.34 -0.76
Cl -2.56 -3.39 -1.51
C -0.40 -3.67 0.12
O -0.48 -2.46 0.45
C 0.64 -4.55 0.56
Cl 1.93 -3.86 1.51
C 0.70 -5.90 0.28
H -2.01 -6.11 -1.73
H 1.50 -6.50 0.69
C -5.31 -2.74 0.75
N -4.61 -1.56 1.21
C -3.31 -1.25 1.11
N -3.08 -0.08 1.66
C -4.31 0.30 2.11
N -5.27 -0.58 1.88
C -4.61 -4.02 1.15
C -4.66 -5.14 0.33
C -3.96 -6.29 0.66
C -3.17 -6.33 1.81
C -3.14 -5.22 2.64
C -3.87 -4.08 2.32
C -2.28 -5.11 3.82
N -2.62 -4.72 5.00
N -1.43 -4.51 5.69
C -0.48 -4.80 4.88
O -0.94 -5.22 3.68
C 0.94 -4.47 5.02
C 1.97 -5.36 4.73
C 3.28 -4.91 4.77
C 3.56 -3.58 5.05
C 2.53 -2.69 5.32
C 2.76 -1.20 5.46
N 1.94 -0.50 4.49
C 1.80 -0.78 3.20
N 0.95 0.06 2.64
C 0.57 0.84 3.68
N 1.13 0.53 4.83
C 1.23 -3.15 5.33
H -5.42 -2.71 -0.34
H -6.31 -2.69 1.19
H -2.57 -1.88 0.65
H -4.49 1.23 2.62
H -5.22 -5.10 -0.60
H -3.99 -7.15 0.01
H -2.58 -7.20 2.04
H -3.80 -3.22 2.98
H 1.75 -6.38 4.46
H 4.09 -5.59 4.55
H 4.59 -3.22 5.02
H 3.81 -0.95 5.31
H 2.46 -0.83 6.44
H 2.29 -1.60 2.70
H -0.13 1.65 3.57
H 0.41 -2.47 5.51
C 7.52 -1.28 1.14
C 7.50 -0.11 0.39
C 6.31 0.58 0.19
C 5.11 0.12 0.75
C 5.15 -1.06 1.48
C 6.34 -1.76 1.68
Sb 3.20 1.15 0.49
C 4.10 2.75 -0.65
C 4.33 4.02 -0.12
C 4.89 5.03 -0.89
C 5.24 4.79 -2.21
C 5.03 3.53 -2.76
C 4.46 2.52 -1.98
C 3.38 2.18 2.39
C 4.30 1.81 3.36
C 4.33 2.45 4.60
C 3.44 3.48 4.87
C 2.53 3.87 3.90
C 2.49 3.22 2.67
H 8.45 -1.81 1.29
H 8.42 0.27 -0.05
H 6.32 1.49 -0.39
H 4.24 -1.47 1.91
H 6.34 -2.67 2.26
H 4.07 4.23 0.91
H 5.06 6.01 -0.46
H 5.68 5.57 -2.81
H 5.29 3.33 -3.79
H 4.31 1.55 -2.42
H 5.02 1.02 3.17
H 5.05 2.14 5.34
H 3.46 3.98 5.83
H 1.84 4.68 4.10
H 1.75 3.52 1.94